Record 1
Density functional theory data (ωB97M-V/def2-TZVPD) for a cluster of 2 separate species, BrClFNO in total at a distorted geometry.

ORCA input file:
```
! RIJCOSX wB97M-V def2-TZVPD def2/J DEFGRID3
* xyz 0 1
Br 0.311 1.018 2.601
Cl 1.149 0.470 -2.031
F 0.232 -0.561 1.740
O -0.519 -0.610 -1.589
N -1.173 -0.318 -0.722
*
```

---

Record 2
Density functional theory data (ωB97M-V/def2-TZVPD) for a cluster of 2 separate species, BrClH2O2Si in total at a distorted geometry.

ORCA input file:
```
! RIJCOSX wB97M-V def2-TZVPD def2/J DEFGRID3
* xyz 0 1
Br 1.100 3.162 0.472
Cl -0.178 1.987 -2.627
Si 0.554 1.554 -0.854
O -1.679 0.188 -0.031
O 1.691 0.444 -0.715
H -1.648 0.258 0.923
H 1.567 -0.485 -0.903
*
```

---

Record 3
Density functional theory data (ωB97M-V/def2-TZVPD) for a cluster of 2 separate species, BrClH2O2Si in total at a distorted geometry.

ORCA input file:
```
! RIJCOSX wB97M-V def2-TZVPD def2/J DEFGRID3
* xyz 0 1
Br 2.994 0.058 0.510
Cl 0.156 -1.457 -0.726
Si 1.033 -0.827 0.916
O 0.642 -1.392 2.247
O -1.326 1.253 -0.706
H -1.410 0.514 -1.371
H -2.090 1.851 -0.870
*
```

As for the structure (SMILES): O=[Si](Cl)Br.O.

---

Record 4
Density functional theory data (ωB97M-V/def2-TZVPD) for a structure of composition BrClHIN2 at a distorted geometry.

ORCA input file:
```
! RIJCOSX wB97M-V def2-TZVPD def2/J DEFGRID3
* xyz 0 1
I -2.434 2.749 0.245
Br -0.715 -1.471 0.245
Cl 3.204 -1.601 0.150
N -1.116 0.331 0.524
N -2.027 0.762 -0.169
H 3.087 -0.770 -0.996
*
```

---

Record 5
Density functional theory data (ωB97M-V/def2-TZVPD) for the molecule BrFH2Si.

ORCA input file:
```
! RIJCOSX wB97M-V def2-TZVPD def2/J DEFGRID3
* xyz 0 1
Br -2.065 -0.334 0.092
Si 0.125 0.062 0.002
F 0.941 -1.292 0.052
H 0.574 0.870 1.141
H 0.425 0.695 -1.287
*
```

As for the structure (SMILES): F[SiH2]Br.

---

Record 6
Density functional theory data (ωB97M-V/def2-TZVPD) for a structure of composition BrFHNNaO5PS2 at a distorted geometry.

ORCA input file:
```
! RIJCOSX wB97M-V def2-TZVPD def2/J DEFGRID3
* xyz 0 1
Br -3.286 -1.502 0.603
S -0.384 -0.311 -1.117
S 2.111 0.123 0.304
P -2.388 0.319 -0.511
Na 1.014 -2.032 2.122
F 3.188 -0.682 -0.812
O 0.165 0.817 -2.023
O -2.218 1.634 0.632
O 2.747 -0.144 1.724
O 2.124 1.675 0.138
O -0.566 -1.571 -2.011
N 0.515 -0.585 0.355
H -3.021 2.259 0.596
*
```

---

Values for E, eV, ordered as above
-88814.2343, -94571.2603, -94572.3594, -93659.3728, -80672.6404, -119876.8673